# 1
{
  "formula": "C18H19BMnN6",
  "method": "the ωB97M-V functional and the def2-TZVPD basis",
  "species": ["H", "N", "B", "N", "C", "Mn", "H", "C", "H", "C", "H", "C", "H", "H", "H", "N", "N", "N", "N", "C", "C", "H", "H", "C", "C", "C", "C", "H", "H", "H", "H", "H", "C", "C", "C", "C", "C", "C", "C", "C", "H", "H", "H", "H", "H"],
  "xyz": [[-0.207, 2.987, 0.552], [0.188, 1.729, -1.117], [0.787, 0.791, -3.385], [0.689, 1.973, -2.385], [0.929, 3.288, -2.526], [-0.286, -0.137, -0.593], [1.361, 3.641, -3.449], [0.565, 3.933, -1.343], [0.597, 4.987, -1.143], [0.139, 2.920, -0.468], [1.194, 1.145, -4.448], [-1.874, -2.645, 0.623], [-2.288, -2.607, 1.641], [-1.100, -3.423, 0.577], [-2.684, -2.852, -0.089], [-0.644, 0.156, -3.466], [1.703, -0.276, -2.732], [-1.266, -0.297, -2.302], [1.342, -0.826, -1.511], [-1.477, -0.011, -4.506], [2.800, -0.895, -3.194], [-1.163, 0.305, -5.487], [3.251, -0.547, -4.110], [-2.663, -0.579, -4.048], [3.158, -1.895, -2.293], [-2.497, -0.758, -2.666], [2.243, -1.802, -1.231], [-3.532, -0.819, -4.634], [3.964, -2.595, -2.393], [-3.192, -1.174, -1.948], [2.180, -2.380, -0.322], [-1.397, -1.653, 0.385], [-0.162, 0.100, 1.220], [-0.133, 0.073, 2.470], [-0.108, 0.025, 3.871], [-1.153, 0.620, 4.613], [-1.090, 0.607, 6.003], [-0.004, 0.004, 6.653], [1.031, -0.588, 5.914], [0.984, -0.589, 4.524], [-1.986, 1.094, 4.086], [-1.894, 1.071, 6.575], [0.037, -0.008, 7.742], [1.879, -1.053, 6.416], [1.781, -1.039, 3.925]],
  "atomic_forces_ev_per_a": [[0.0, -0.2, -0.1], [0.9, 3.0, -0.9], [-0.2, 0.0, 0.8], [-0.5, 0.3, 1.2], [-0.3, -0.3, 0.5], [-0.3, -0.4, -1.1], [-0.1, 0.2, 0.0], [0.2, -0.4, -0.1], [0.1, 0.1, 0.0], [0.2, -0.7, -1.7], [0.0, 0.0, -0.1], [0.1, 0.4, -0.1], [0.2, 0.1, -0.3], [-0.3, 0.2, -0.1], [0.3, -0.1, 0.1], [-1.0, -0.5, 1.0], [0.0, -0.9, 1.1], [-1.9, -0.6, -2.8], [2.5, -1.1, -1.3], [-0.1, -0.1, 0.7], [-0.4, -0.2, 0.5], [-0.1, -0.1, 0.0], [0.0, -0.2, 0.0], [0.2, 0.0, 0.1], [-0.1, 0.3, 0.1], [1.6, 0.9, -0.8], [-0.6, 1.1, -1.4], [0.0, 0.0, 0.0], [0.2, 0.0, 0.0], [0.3, 0.1, 0.0], [-0.1, 0.1, -0.1], [-0.7, -1.2, 0.5], [0.0, 0.0, 6.4], [-0.1, 0.1, -3.6], [0.1, 0.1, 1.1], [0.5, -0.2, 0.1], [0.2, -0.2, 0.0], [0.0, 0.0, -0.2], [-0.3, 0.1, 0.0], [-0.4, 0.3, 0.2], [0.4, -0.2, 0.2], [0.2, -0.1, 0.0], [0.0, 0.0, -0.2], [-0.2, 0.1, 0.0], [-0.3, 0.2, 0.2]],
  "energy_ha": -2201.705627,
  "spin_multiplicity": 6,
  "homo_ev": [-7.3, -7.9],
  "s_squared": 8.78
}

# 2
{
  "formula": "C18H19BO5",
  "method": "the ωB97M-V functional and the def2-TZVPD basis",
  "species": ["O", "O", "O", "O", "O", "B", "C", "C", "C", "C", "C", "C", "C", "C", "C", "C", "C", "C", "C", "C", "C", "C", "C", "C", "H", "H", "H", "H", "H", "H", "H", "H", "H", "H", "H", "H", "H", "H", "H", "H", "H", "H", "H"],
  "xyz": [[-1.938, -2.743, 2.220], [-2.785, -0.663, 1.697], [2.314, 0.315, -2.568], [3.587, 0.369, 1.237], [2.449, 1.697, -0.503], [1.638, 0.962, -1.501], [-1.770, -1.609, 1.812], [-2.580, 1.495, -1.014], [-1.707, 2.361, -0.465], [-2.189, 0.461, -1.835], [1.886, -1.401, 1.086], [1.217, 0.747, 1.741], [-0.348, 2.146, -0.659], [-0.830, 0.298, -2.035], [0.609, -1.934, 1.356], [-0.119, 0.293, 1.794], [2.251, -0.088, 1.350], [0.092, 1.133, -1.432], [-0.399, -1.070, 1.636], [-4.164, -2.166, 0.479], [-4.003, -1.337, 1.742], [3.606, 0.838, -2.355], [4.241, 0.138, -0.020], [3.760, 1.230, -0.913], [-3.635, 1.747, -0.865], [-1.997, 3.207, 0.067], [-2.884, -0.194, -2.291], [2.749, -1.932, 0.695], [1.383, 1.804, 1.837], [0.335, 2.928, -0.410], [-0.530, -0.313, -2.863], [0.391, -2.948, 1.269], [-1.019, 0.941, 1.893], [-5.100, -2.738, 0.325], [-3.447, -2.985, 0.506], [-4.063, -1.514, -0.441], [-4.786, -0.556, 1.708], [-4.029, -1.890, 2.712], [4.298, -0.004, -2.629], [3.851, 1.614, -3.038], [5.296, 0.071, -0.087], [3.939, -0.849, -0.454], [4.431, 2.137, -0.783]],
  "atomic_forces_ev_per_a": [[-0.2, 0.9, -0.8], [2.4, -1.2, -0.4], [-1.2, 1.6, 2.5], [-0.1, -0.8, 0.6], [-0.8, -2.4, -3.7], [-0.3, 1.1, 0.1], [0.3, 0.3, 1.7], [-2.5, 0.1, 0.0], [2.1, -0.3, -0.3], [1.1, 0.2, 0.5], [1.1, -0.4, 0.2], [-1.4, 0.7, 0.1], [-1.2, 1.9, 0.3], [-0.7, -0.1, -1.0], [2.1, 1.3, -0.9], [0.2, 0.0, 0.0], [-0.3, -0.3, 0.0], [1.6, -1.4, -0.4], [-0.9, 1.4, 0.2], [-0.4, -0.7, -1.1], [-2.5, 0.1, 0.3], [2.5, -2.4, -0.9], [-2.9, -1.5, -0.4], [0.7, 3.0, 0.1], [0.1, -0.5, -0.1], [-0.7, 1.2, 0.8], [-0.6, -0.4, -0.5], [-0.5, -1.0, 0.2], [0.2, 0.2, 0.2], [0.5, 0.1, 0.8], [0.4, -0.8, 0.1], [-0.1, -1.6, -0.3], [1.2, -0.2, 0.2], [0.0, 0.7, 0.6], [0.3, 0.3, -0.4], [0.2, -0.7, 1.1], [0.4, -0.3, 0.4], [-0.4, 0.1, -1.0], [-0.1, 0.7, 0.4], [-0.2, 1.0, -0.6], [1.2, 0.3, 1.2], [-0.1, 0.6, 0.4], [-0.5, -1.0, -0.3]],
  "energy_ha": -1098.379025,
  "spin_multiplicity": 1,
  "homo_ev": -8.9
}

# 3
{
  "formula": "C18H19Cl2N2O2S2Zn",
  "method": "the ωB97M-V functional and the def2-TZVPD basis",
  "species": ["Zn", "C", "N", "C", "C", "N", "C", "C", "C", "C", "C", "C", "C", "S", "C", "C", "C", "C", "C", "C", "S", "H", "H", "H", "H", "H", "H", "H", "H", "H", "H", "H", "H", "H", "H", "H", "H", "H", "H", "Cl", "C", "Cl", "C", "O", "O", "H"],
  "xyz": [[1.038, -0.903, -0.064], [-1.664, 0.048, 1.444], [-1.348, -0.557, 0.132], [-1.642, 0.374, -0.976], [-0.627, 1.497, -1.044], [0.718, 0.979, -1.346], [0.823, 0.535, -2.752], [1.795, 1.919, -1.044], [1.624, 3.290, -1.234], [2.658, 4.182, -0.984], [3.882, 3.682, -0.546], [4.057, 2.318, -0.366], [3.026, 1.393, -0.613], [3.297, -0.326, -0.392], [-2.007, -1.832, -0.095], [-3.326, -2.019, 0.319], [-4.000, -3.208, 0.078], [-3.337, -4.228, -0.600], [-2.027, -4.042, -1.023], [-1.328, -2.843, -0.791], [0.326, -2.670, -1.376], [-2.679, 0.467, 1.455], [-1.566, -0.691, 2.233], [-0.958, 0.842, 1.670], [-1.661, -0.185, -1.909], [-2.636, 0.818, -0.845], [-0.966, 2.219, -1.798], [-0.581, 2.017, -0.087], [0.589, 1.367, -3.430], [1.843, 0.195, -2.924], [0.159, -0.308, -2.938], [0.667, 3.674, -1.579], [2.507, 5.249, -1.125], [4.702, 4.362, -0.336], [5.006, 1.928, -0.010], [-3.838, -1.220, 0.848], [-5.023, -3.334, 0.418], [-3.839, -5.174, -0.792], [-1.499, -4.840, -1.538], [-0.526, -1.291, 4.729], [1.003, -0.495, 4.227], [0.803, 1.285, 4.105], [1.514, -1.121, 2.934], [2.476, -1.876, 3.071], [0.844, -0.797, 1.895], [1.719, -0.681, 4.997]],
  "atomic_forces_ev_per_a": [[0.2, -0.1, -0.2], [-0.2, 0.0, -0.4], [-0.2, 0.0, 0.1], [0.1, -0.2, 0.4], [0.3, -0.1, -0.2], [-0.1, 0.4, 0.2], [0.1, 0.1, 0.1], [-0.3, -0.1, -0.2], [0.0, -0.1, 0.0], [0.0, -0.1, 0.0], [-0.1, -0.1, 0.0], [0.0, 0.0, 0.0], [0.1, 0.0, 0.0], [0.1, 0.3, -0.1], [-0.1, 0.4, 0.1], [0.0, 0.0, 0.0], [0.1, -0.1, -0.1], [0.1, 0.1, 0.0], [0.0, 0.1, 0.0], [0.0, -0.2, 0.0], [-0.3, -0.2, 0.1], [-0.1, 0.0, 0.0], [0.0, 0.0, -0.1], [0.0, 0.0, 0.0], [0.1, -0.1, 0.0], [-0.2, 0.0, 0.0], [0.0, 0.0, -0.1], [0.0, 0.0, 0.0], [0.0, 0.0, 0.0], [0.0, 0.0, 0.0], [0.0, 0.1, 0.0], [0.1, -0.1, 0.0], [0.0, -0.1, 0.0], [0.0, 0.0, 0.0], [-0.1, 0.1, -0.1], [0.1, -0.1, -0.1], [0.1, 0.0, 0.0], [0.1, 0.1, 0.0], [-0.1, 0.1, 0.0], [0.2, 0.2, 0.0], [-0.4, 0.4, 0.1], [-0.1, -0.3, 0.0], [0.4, -0.5, -0.9], [-0.7, 0.5, -0.2], [0.4, -0.2, 0.8], [0.2, 0.0, 0.5]],
  "energy_ha": -4453.585716,
  "spin_multiplicity": 1,
  "homo_ev": -4.5,
  "total_charge": -1
}

# 4
{
  "formula": "C18H19Cl3GeN3ORh",
  "method": "the ωB97M-V functional and the def2-TZVPD basis",
  "species": ["Rh", "C", "C", "C", "C", "N", "C", "C", "C", "C", "C", "C", "N", "H", "H", "H", "H", "H", "H", "H", "H", "O", "C", "C", "C", "C", "C", "C", "C", "C", "N", "H", "H", "H", "H", "H", "H", "H", "H", "H", "H", "H", "Cl", "Ge", "Cl", "Cl"],
  "xyz": [[-0.065, -0.136, -0.261], [0.925, 2.896, -2.997], [2.312, 2.931, -2.947], [2.994, 2.053, -2.111], [2.272, 1.167, -1.339], [0.921, 1.160, -1.393], [0.252, 1.986, -2.203], [2.796, 0.152, -0.424], [4.119, -0.080, -0.103], [4.424, -1.094, 0.797], [3.403, -1.853, 1.352], [2.096, -1.574, 0.996], [1.819, -0.598, 0.129], [0.365, 3.557, -3.643], [2.862, 3.633, -3.560], [4.075, 2.062, -2.068], [-0.829, 1.900, -2.212], [4.902, 0.523, -0.541], [5.455, -1.286, 1.067], [3.606, -2.648, 2.056], [1.256, -2.125, 1.404], [0.119, 1.168, 1.320], [-0.693, 1.053, 2.554], [-1.985, 1.818, 2.389], [-2.684, 1.488, 1.062], [-2.962, 0.019, 0.909], [-4.157, -0.504, 1.371], [-4.430, -1.856, 1.239], [-3.489, -2.669, 0.621], [-2.325, -2.099, 0.168], [-2.039, -0.781, 0.314], [0.160, 2.101, 1.063], [-0.070, 1.424, 3.365], [-0.849, -0.015, 2.685], [-1.810, 2.893, 2.458], [-2.634, 1.561, 3.230], [-2.100, 1.846, 0.207], [-3.628, 2.031, 1.015], [-4.880, 0.162, 1.822], [-5.366, -2.264, 1.598], [-3.657, -3.727, 0.481], [-1.583, -2.706, -0.330], [-0.133, -4.989, -1.673], [0.925, -3.570, -2.815], [-0.194, -1.477, -2.186], [0.506, -3.533, -4.862]],
  "atomic_forces_ev_per_a": [[-0.1, -0.1, -0.2], [0.0, 0.0, 0.0], [0.0, 0.0, 0.0], [0.0, 0.0, 0.0], [0.0, 0.0, 0.0], [0.0, 0.0, 0.1], [0.0, 0.0, 0.0], [0.0, 0.0, 0.0], [0.0, 0.0, 0.0], [0.0, 0.0, 0.0], [0.0, 0.0, 0.0], [0.0, 0.0, 0.0], [-0.1, 0.0, 0.0], [0.0, 0.0, 0.0], [0.0, 0.0, 0.0], [0.0, 0.0, 0.0], [0.0, 0.0, 0.0], [0.0, 0.0, 0.0], [0.0, 0.0, 0.0], [0.0, 0.0, 0.0], [0.0, 0.0, 0.0], [0.0, 0.0, 0.1], [-0.1, 0.1, 0.0], [0.0, 0.0, 0.0], [0.0, 0.0, 0.0], [0.0, 0.0, -0.1], [0.0, 0.0, 0.0], [0.0, 0.0, 0.0], [0.0, 0.0, 0.0], [0.0, 0.0, 0.0], [0.1, 0.0, 0.1], [0.1, 0.0, 0.0], [0.0, 0.0, 0.0], [0.0, 0.0, 0.0], [0.0, 0.0, 0.0], [0.0, 0.0, 0.0], [0.0, 0.0, 0.0], [0.0, 0.0, 0.0], [0.0, 0.0, 0.0], [0.0, 0.0, 0.0], [0.0, 0.0, 0.0], [0.0, 0.0, 0.0], [0.0, 0.0, 0.0], [0.0, 0.1, 0.0], [0.0, 0.0, -0.1], [0.0, 0.0, 0.0]],
  "energy_ha": -4503.958945,
  "spin_multiplicity": 2,
  "homo_ev": [-18.4, -18.5],
  "total_charge": 3,
  "relative_energy_kcal_mol": 83.3,
  "s_squared": 0.75
}

# 5
{
  "formula": "C18H19Cl5F6N3O7PS2W",
  "method": "the ωB97M-V functional and the def2-TZVPD basis",
  "species": ["W", "C", "C", "O", "P", "S", "S", "O", "C", "C", "H", "H", "H", "H", "H", "H", "H", "H", "H", "H", "Cl", "C", "C", "Cl", "C", "Cl", "C", "O", "C", "Cl", "C", "Cl", "C", "C", "O", "C", "F", "F", "F", "C", "F", "F", "F", "H", "H", "H", "O", "N", "O", "O", "C", "C", "N", "C", "C", "N", "H", "H", "H", "H", "H", "H"],
  "xyz": [[-0.775, 0.575, 0.709], [2.143, -3.879, -1.176], [0.949, -4.390, -0.411], [0.161, -3.287, 0.138], [-0.738, -2.310, -0.670], [-2.154, -1.505, 0.505], [0.187, -0.652, -1.291], [-1.301, -3.187, -1.832], [-2.386, -2.790, -2.740], [-1.830, -2.223, -4.019], [2.728, -4.727, -1.533], [2.780, -3.269, -0.535], [1.844, -3.292, -2.046], [1.240, -4.958, 0.468], [0.290, -4.999, -1.027], [-3.027, -2.082, -2.214], [-2.937, -3.713, -2.902], [-1.221, -1.341, -3.827], [-2.658, -1.926, -4.663], [-1.233, -2.964, -4.550], [1.774, -1.746, 7.380], [1.327, -1.435, 5.758], [0.002, -1.160, 5.429], [-1.188, -1.157, 6.662], [-0.361, -0.889, 4.109], [-2.018, -0.632, 3.743], [0.604, -0.861, 3.101], [0.314, -0.570, 1.819], [1.922, -1.187, 3.438], [3.107, -1.256, 2.197], [2.289, -1.463, 4.749], [3.919, -1.831, 5.129], [-1.817, 4.031, -1.260], [-1.711, 2.570, -1.670], [-1.163, 1.813, -0.633], [-0.766, 2.446, -2.900], [-0.971, 3.432, -3.769], [-0.911, 1.287, -3.550], [0.510, 2.520, -2.487], [-3.110, 1.993, -1.995], [-3.537, 2.453, -3.172], [-3.093, 0.656, -2.046], [-3.989, 2.348, -1.063], [-0.820, 4.464, -1.192], [-2.315, 4.098, -0.297], [-2.391, 4.588, -1.998], [-2.383, 3.212, 1.948], [-2.081, 2.090, 2.197], [-0.698, 1.725, 2.277], [-2.555, 1.011, 1.334], [3.128, 0.358, -0.606], [2.439, 1.537, -0.012], [1.190, 1.738, 0.415], [1.097, 3.088, 0.747], [2.279, 3.692, 0.515], [3.106, 2.703, 0.047], [2.680, -0.575, -0.301], [4.174, 0.364, -0.300], [3.083, 0.426, -1.695], [0.197, 3.521, 1.139], [2.605, 4.705, 0.661], [4.069, 2.812, -0.228]],
  "atomic_forces_ev_per_a": [[0.9, -0.6, 0.0], [0.0, 0.0, 0.0], [0.0, 0.0, 0.0], [-0.1, 0.0, 0.1], [-0.2, 0.1, -0.1], [-0.2, 0.2, -0.2], [0.3, -0.1, -0.1], [0.0, -0.1, 0.0], [0.0, 0.0, 0.0], [0.0, 0.0, 0.0], [0.0, 0.0, 0.0], [0.0, 0.0, 0.0], [0.0, 0.0, 0.0], [0.0, 0.0, 0.0], [0.0, 0.0, 0.0], [0.0, 0.0, 0.0], [0.0, 0.0, 0.0], [0.0, 0.0, 0.0], [0.0, 0.0, 0.0], [0.0, 0.0, 0.0], [0.0, 0.0, 0.0], [0.0, 0.0, -0.1], [0.0, 0.0, 0.0], [0.0, 0.0, 0.0], [0.0, 0.0, 0.2], [0.0, -0.1, 0.2], [0.1, 0.0, 0.0], [-0.5, 0.5, -0.3], [0.0, 0.0, 0.0], [0.0, 0.0, -0.1], [0.0, 0.0, 0.0], [0.0, 0.0, 0.0], [0.0, 0.0, 0.0], [0.1, 0.1, 0.0], [-0.3, -0.2, 0.2], [0.0, 0.0, 0.0], [0.0, 0.0, 0.0], [0.0, 0.0, 0.0], [0.0, 0.0, 0.0], [0.0, 0.0, 0.0], [0.0, 0.0, -0.1], [0.0, -0.1, 0.0], [0.0, 0.0, 0.1], [0.0, 0.0, 0.0], [0.0, 0.0, 0.0], [0.0, 0.0, 0.0], [-0.2, 0.5, 0.0], [0.0, -1.0, 0.3], [-0.1, 0.5, -0.4], [0.2, 0.3, 0.1], [-0.1, 0.0, 0.0], [-0.1, 0.2, -0.1], [0.1, -0.1, 0.2], [-0.1, 0.0, -0.1], [0.0, 0.0, 0.0], [0.0, 0.0, 0.0], [-0.1, -0.1, 0.0], [0.0, 0.0, 0.0], [0.0, 0.0, 0.0], [0.0, 0.0, 0.0], [0.0, 0.0, 0.0], [0.0, 0.0, 0.0]],
  "energy_ha": -5493.103079,
  "spin_multiplicity": 2,
  "homo_ev": [-11.4, -11.4],
  "total_charge": 1,
  "relative_energy_kcal_mol": 46.5,
  "s_squared": 0.76
}

# 6
{
  "formula": "C18H19ClN2",
  "method": "the ωB97M-V functional and the def2-TZVPD basis",
  "species": ["N", "C", "C", "C", "N", "C", "C", "C", "C", "C", "Cl", "C", "C", "C", "C", "C", "C", "C", "C", "C", "C", "H", "H", "H", "H", "H", "H", "H", "H", "H", "H", "H", "H", "H", "H", "H", "H", "H", "H", "H"],
  "xyz": [[1.521, -1.309, -3.027], [1.194, -0.669, -1.939], [0.017, -0.748, -1.181], [-0.253, 0.215, -0.244], [0.617, 1.234, 0.061], [0.037, 2.210, 1.029], [-0.038, 1.700, 2.463], [0.724, 0.636, 2.856], [0.506, 0.033, 4.132], [-0.517, 0.536, 5.033], [-0.870, -0.269, 6.466], [-1.214, 1.688, 4.712], [-0.959, 2.265, 3.404], [1.883, 1.238, -0.560], [2.196, 0.338, -1.552], [3.443, 0.703, -2.080], [4.007, 1.839, -1.241], [2.869, 2.227, -0.208], [-1.664, 0.005, 0.225], [-1.985, -1.483, -0.130], [-0.952, -1.858, -1.226], [0.989, -2.073, -3.317], [0.607, 3.158, 1.083], [-0.968, 2.450, 0.683], [1.448, 0.322, 2.120], [1.319, -0.677, 4.411], [-2.089, 2.022, 5.251], [-1.454, 3.198, 3.107], [4.155, -0.100, -2.167], [3.159, 1.010, -3.128], [4.209, 2.631, -1.873], [4.905, 1.399, -0.751], [2.382, 3.163, -0.223], [3.319, 2.008, 0.756], [-1.796, 0.056, 1.322], [-2.390, 0.666, -0.201], [-1.926, -2.159, 0.769], [-3.101, -1.603, -0.479], [-1.611, -1.944, -2.102], [-0.548, -2.889, -1.089]],
  "atomic_forces_ev_per_a": [[1.5, 1.3, 1.0], [2.7, -0.2, -2.8], [0.3, 0.5, 1.4], [-0.1, -1.1, -1.5], [-1.1, 0.1, 0.6], [1.0, 0.6, 0.2], [-1.8, 0.9, 1.1], [-0.6, -0.7, 1.7], [0.7, 1.1, -0.2], [1.9, -0.1, -2.4], [-0.1, -0.7, 1.2], [0.3, 0.4, -3.3], [0.6, -0.6, 0.4], [-2.6, -2.1, -0.1], [-4.1, 0.7, 4.0], [1.4, 0.3, -3.3], [-0.6, -1.2, 1.4], [2.3, -1.4, -0.2], [-0.3, -1.2, 2.2], [-1.6, -0.5, 0.3], [-2.0, -1.1, 0.0], [-1.7, -1.2, -0.2], [-0.1, -0.5, -0.6], [0.1, 0.1, 0.0], [0.3, -0.7, 0.4], [-1.4, 0.2, 0.2], [0.3, 0.2, 0.4], [-0.2, -0.5, 0.2], [0.2, -0.5, -0.2], [0.9, -0.2, 0.5], [1.0, 1.7, -1.0], [-0.5, 1.0, -0.1], [0.3, 1.6, -0.2], [-0.4, 0.4, 0.6], [0.2, 0.5, -0.4], [-0.2, 0.6, -0.5], [0.2, 0.9, -0.7], [2.2, 0.3, 0.5], [0.8, 0.2, -0.6], [0.1, 0.9, 0.0]],
  "energy_ha": -1266.934646,
  "spin_multiplicity": 1,
  "homo_ev": -7.3,
  "relative_energy_kcal_mol": 38.6,
  "smiles": "N=c1c2c(n(Cc3ccc(Cl)cc3)c3c1CCC3)CCC2"
}